Version w
A 2-piece molecular cluster, C12H27O3P overall, computed with wB97M-V/def2-TZVPD.

Geometry as XYZ:
```
43
C12H27O3P | OMol25 | wB97M-V/def2-TZVPD
C -2.9972 -3.2601 0.5749
C -2.4608 -1.8354 0.7658
C -2.4433 -0.8551 -0.5083
C -1.4000 -1.3126 -1.4563
O -0.2032 -1.1965 -0.9292
C 0.8265 -1.5277 -1.4582
P 2.3523 -1.2748 -0.3955
O 3.5455 -1.8994 -1.2338
C 1.9401 -1.4697 1.0867
C 3.2629 -1.4090 2.0554
H 3.4900 -0.1266 2.1335
H 3.9326 -1.8609 1.5481
H 3.0381 -1.8904 2.9627
H 1.6296 -2.4301 1.2418
H 1.1895 -0.8255 1.3462
C 2.6737 0.6390 -0.5367
O 1.7327 1.1781 0.0218
C 1.6627 2.6842 -0.1509
C 0.4990 3.4059 0.2567
C -0.8355 2.8055 -0.3358
C -2.1726 3.2028 0.0686
H -2.3084 4.3889 0.3333
H -2.2226 2.9574 1.2365
H -3.0289 2.8758 -0.2437
H -0.7526 3.2720 -1.7315
H -0.6620 1.6919 -0.4635
H 0.3213 2.8209 1.3662
H 0.4616 4.5505 0.2358
H 2.4871 3.1538 0.3882
H 1.8186 2.9223 -1.2362
H 2.8333 1.0448 -1.7820
H 3.6920 0.8637 -0.3293
H 0.8775 -2.4848 -1.6957
H 0.9342 -1.0538 -2.5057
H -1.5300 -2.4034 -1.7286
H -1.4879 -0.4656 -2.3058
H -2.4694 0.1032 -0.3513
H -3.5453 -1.0333 -0.7575
H -3.3183 -1.3413 1.5125
H -1.7300 -1.6919 1.2998
H -3.9543 -3.3555 0.1913
H -2.4891 -3.6877 0.0626
H -3.1896 -3.8698 1.4472
```

## Properties
- HOMO-LUMO gap (eV) = 9.457

Version x
One molecule with the formula C12H27O3P, computed with wB97M-V/def2-TZVPD.

Geometry as XYZ:
```
43
C12H27O3P | OMol25 | wB97M-V/def2-TZVPD
C 4.3953 -3.2660 2.6535
C 3.2326 -2.4400 3.1926
C 2.1535 -2.1724 2.1446
C 2.6472 -1.2795 1.0027
O 1.5962 -0.6972 0.2521
C 0.9177 -1.5761 -0.6110
P -0.5972 -0.5767 -0.9893
O -1.5305 -0.5704 0.1457
C -1.2920 -1.2577 -2.5578
C -1.8622 -2.6431 -2.2962
C 0.1180 1.0813 -1.4494
O -0.7306 1.8336 -2.2705
C -1.9584 2.2189 -1.6739
C -1.8144 3.3036 -0.6059
C -3.1767 3.8489 -0.1865
C -3.0454 4.9275 0.8819
H 4.9322 -2.7250 1.8787
H 5.0955 -3.4968 3.4529
H 4.0351 -4.2033 2.2347
H 2.7756 -2.9752 4.0277
H 3.6087 -1.4889 3.5752
H 1.3074 -1.6657 2.6136
H 1.7969 -3.1260 1.7491
H 3.1930 -0.4263 1.4155
H 3.3140 -1.8358 0.3291
H 1.5321 -1.8338 -1.4846
H 0.6027 -2.4952 -0.1030
H -0.5201 -1.2763 -3.3270
H -2.0797 -0.5748 -2.8823
H -2.4028 -3.0126 -3.1655
H -2.5460 -2.6007 -1.4504
H -1.0676 -3.3478 -2.0569
H 1.0344 0.9301 -2.0229
H 0.3707 1.5946 -0.5127
H -2.5555 2.5994 -2.5083
H -2.4612 1.3436 -1.2456
H -1.3135 2.8886 0.2705
H -1.1964 4.1112 -1.0056
H -3.6866 4.2623 -1.0600
H -3.7857 3.0279 0.1971
H -2.4495 5.7596 0.5129
H -2.5617 4.5267 1.7696
H -4.0247 5.3057 1.1656
```

## Properties
- HOMO-LUMO gap (eV) = 9.949

Relative energy of each structure, in kcal/mol: version w 319.0; version x 0.0.